This record from the OMol25 dataset describes a 13-piece molecular cluster, C39H93O44P5 overall. The level of theory is ωB97M-V/def2-TZVPD.

Computed properties:
energy relative to the best compared isomer or geometry (same formula, charge and spin): 48.4 kcal per mole
total energy: -178489.31806 eV
charge: 0
Kohn-Sham gap: 9.631 eV
maximum force: 5.75 eV/Å

Geometry (Å):
C1 7.34 -18.56 -5.12
O1 6.89 -18.18 -6.44
P1 6.47 -19.29 -7.57
O2 5.37 -20.25 -7.20
O3 6.16 -18.43 -8.87
C2 5.36 -18.81 -9.96
O4 7.84 -20.11 -7.84
C3 8.90 -19.47 -8.52
H1 7.11 -17.75 -4.42
H2 8.43 -18.65 -5.17
H3 6.85 -19.44 -4.71
H4 4.76 -19.64 -9.60
H5 5.88 -18.95 -10.91
H6 4.64 -18.02 -10.17
H7 9.65 -19.08 -7.84
H8 8.52 -18.62 -9.09
H9 9.34 -20.07 -9.32
C4 10.68 -18.09 -1.29
O5 9.30 -18.37 -1.48
P2 8.11 -17.52 -0.76
O6 8.22 -16.06 -0.84
O7 6.70 -18.05 -1.46
C5 5.65 -17.16 -1.57
O8 8.12 -18.19 0.71
C6 7.35 -17.73 1.81
H10 11.25 -18.52 -2.11
H11 11.08 -18.35 -0.31
H12 10.82 -17.01 -1.36
H13 4.67 -17.57 -1.32
H14 5.39 -16.83 -2.58
H15 5.78 -16.36 -0.84
H16 6.65 -18.43 2.27
H17 6.64 -16.95 1.57
H18 8.04 -17.25 2.51
C7 -0.73 -18.23 -5.05
O9 -0.14 -19.44 -5.49
P3 0.13 -19.79 -7.09
O10 0.72 -21.18 -7.34
O11 1.01 -18.49 -7.60
C8 2.41 -18.73 -7.65
O12 -1.31 -19.53 -7.80
C9 -1.55 -19.72 -9.24
H19 -1.54 -18.45 -4.35
H20 -1.06 -17.47 -5.76
H21 0.09 -17.78 -4.49
H22 2.72 -18.55 -8.68
H23 2.82 -19.68 -7.30
H24 2.83 -17.90 -7.09
H25 -2.62 -19.84 -9.42
H26 -1.06 -20.64 -9.56
H27 -1.32 -18.88 -9.90
C10 12.71 -20.62 -8.77
O13 11.68 -21.43 -9.36
P4 11.83 -23.02 -9.51
O14 10.85 -23.65 -10.48
O15 13.38 -23.36 -9.74
C11 13.73 -24.57 -10.32
O16 11.64 -23.47 -7.95
C12 11.63 -24.85 -7.63
H28 13.60 -21.20 -8.54
H29 12.27 -20.24 -7.86
H30 12.87 -19.74 -9.39
H31 14.20 -24.34 -11.27
H32 12.90 -25.28 -10.37
H33 14.50 -25.15 -9.82
H34 10.96 -25.15 -6.82
H35 12.64 -25.16 -7.38
H36 11.20 -25.41 -8.46
C13 2.79 -16.75 -12.85
O17 1.94 -16.64 -11.73
P5 0.90 -15.36 -11.55
O18 -0.35 -15.51 -12.34
O19 0.69 -15.21 -9.95
C14 1.81 -15.30 -8.99
O20 1.82 -14.13 -11.88
C15 1.19 -12.84 -12.14
H37 2.26 -17.48 -13.46
H38 3.82 -16.97 -12.56
H39 2.79 -15.87 -13.49
H40 1.50 -16.13 -8.36
H41 1.73 -14.35 -8.46
H42 2.81 -15.35 -9.42
H43 1.46 -12.53 -13.15
H44 1.75 -12.19 -11.46
H45 0.12 -12.83 -11.93
C16 5.31 -15.43 -5.45
O21 6.18 -15.25 -4.36
C17 6.32 -14.10 -3.72
O22 7.01 -13.96 -2.70
O23 5.90 -13.12 -4.42
C18 6.38 -11.84 -4.26
H46 4.33 -15.01 -5.19
H47 5.27 -16.44 -5.85
H48 5.71 -14.79 -6.24
H49 7.46 -11.71 -4.13
H50 5.97 -11.33 -3.39
H51 6.22 -11.26 -5.17
C19 2.73 -21.42 -10.10
O24 3.27 -22.01 -11.28
C20 3.28 -21.38 -12.45
O25 3.17 -20.17 -12.68
O26 3.42 -22.36 -13.37
C21 3.24 -22.02 -14.76
H52 2.62 -20.35 -10.29
H53 3.45 -21.49 -9.28
H54 1.83 -21.89 -9.71
H55 3.92 -21.25 -15.12
H56 2.21 -21.68 -14.88
H57 3.28 -22.81 -15.51
C22 6.47 -21.42 -12.41
O27 7.66 -20.60 -12.35
C23 8.92 -21.05 -12.48
O28 9.30 -22.20 -12.43
O29 9.70 -20.01 -12.56
C24 10.94 -20.16 -13.04
H58 5.68 -20.91 -11.87
H59 6.61 -22.44 -12.06
H60 6.18 -21.61 -13.45
H61 11.43 -19.19 -13.09
H62 10.98 -20.62 -14.03
H63 11.44 -20.78 -12.30
C25 8.97 -15.55 -7.90
O30 8.57 -15.96 -9.26
C26 9.46 -15.81 -10.35
O31 10.60 -15.26 -10.29
O32 8.89 -16.45 -11.37
C27 9.47 -16.35 -12.66
H64 9.02 -14.46 -7.82
H65 9.91 -15.97 -7.56
H66 8.27 -15.81 -7.10
H67 9.51 -15.29 -12.90
H68 8.82 -16.88 -13.36
H69 10.54 -16.55 -12.72
C28 5.73 -22.40 -3.81
O33 6.48 -21.97 -2.69
C29 7.73 -22.09 -2.85
O34 8.29 -22.49 -3.88
O35 8.29 -21.62 -1.78
C30 9.71 -21.76 -1.64
H70 5.62 -21.61 -4.55
H71 4.70 -22.56 -3.48
H72 6.13 -23.24 -4.38
H73 10.18 -20.98 -2.24
H74 10.07 -22.77 -1.85
H75 10.16 -21.55 -0.66
C31 13.01 -13.87 -3.44
O36 11.97 -13.84 -2.45
C32 10.79 -14.26 -2.76
O37 9.83 -14.12 -2.00
O38 10.73 -14.75 -3.99
C33 9.55 -15.23 -4.46
H76 13.98 -13.78 -2.96
H77 12.93 -13.07 -4.18
H78 13.11 -14.86 -3.90
H79 9.00 -15.68 -3.64
H80 9.77 -16.04 -5.16
H81 8.87 -14.52 -4.92
C34 12.54 -20.80 -4.33
O39 12.97 -19.72 -5.18
C35 12.29 -18.57 -5.39
O40 11.12 -18.31 -5.02
O41 13.03 -17.85 -6.25
C36 12.67 -16.63 -6.66
H82 13.05 -21.75 -4.53
H83 11.48 -21.04 -4.43
H84 12.56 -20.57 -3.27
H85 12.02 -16.68 -7.53
H86 13.60 -16.22 -7.04
H87 12.29 -16.24 -5.72
C37 5.50 -24.70 -10.02
O42 6.27 -23.98 -9.03
C38 7.60 -23.63 -9.33
O43 8.14 -23.73 -10.43
O44 8.32 -23.15 -8.34
C39 7.90 -23.15 -6.99
H88 4.77 -25.31 -9.50
H89 6.13 -25.47 -10.49
H90 5.11 -24.12 -10.85
H91 8.82 -22.86 -6.48
H92 7.52 -24.14 -6.73
H93 7.18 -22.39 -6.71

Mulliken population analysis, charges in e, atoms 1 to 2: 0.210 0.824